Formula: C16H31O18
Source: OMol25
Level of theory: ωB97M-V/def2-TZVPD

Results
Kohn-Sham gap (eV): 7.08
Total charge: -1
Lowest unoccupied orbital energy (eV): 2.50
Total energy (a.u.): -1982.64539
E_HOMO (eV): -4.58

Each line ends with the natural charge from an NBO analysis.
Cartesian coordinates (Å):
O (-0.6249, -0.9580, 0.9275)  -0.7718
C (-0.2528, -2.0988, 1.6087)  0.9178
O (-0.8209, -3.1677, 1.2247)  -0.8609
O (0.4206, -1.9761, 2.6482)  -0.7523
H (-1.3472, -1.4478, 0.4642)  0.4827
C (2.6426, -2.0594, -0.8106)  -0.2734
O (3.6803, -1.0386, -0.8554)  -0.5161
C (3.7583, -0.1824, 0.1542)  0.9703
O (3.3200, -0.3379, 1.2674)  -0.6005
O (4.5843, 0.8078, -0.2225)  -0.5120
C (4.6716, 1.9614, 0.5599)  -0.2548
H (2.5256, -2.3863, 0.2230)  0.2333
H (2.8451, -2.8058, -1.5671)  0.1975
H (1.7372, -1.5086, -1.0718)  0.1963
H (5.2822, 1.9282, 1.4678)  0.1788
H (3.7155, 2.3841, 0.8695)  0.1926
H (5.1929, 2.7345, -0.0089)  0.1840
C (0.2718, 6.4909, -1.6925)  -0.2557
O (0.9245, 5.4866, -0.9541)  -0.5047
C (0.4539, 4.2432, -0.9676)  0.9892
O (-0.6164, 3.9317, -1.4446)  -0.6595
O (1.3460, 3.4283, -0.4753)  -0.5021
C (1.1318, 2.0066, -0.3876)  -0.2667
H (-0.3936, 6.1958, -2.5050)  0.2034
H (1.0416, 7.1340, -2.1135)  0.1851
H (-0.3778, 7.0381, -1.0039)  0.1812
H (1.6530, 1.4553, -1.1650)  0.1941
H (0.1005, 1.7678, -0.1558)  0.2266
H (1.6879, 1.7707, 0.5228)  0.2064
C (0.6297, -4.5068, -6.2384)  -0.2569
O (0.8747, -3.9870, -4.9277)  -0.5066
C (0.4245, -4.6767, -3.8755)  0.9885
O (-0.0635, -5.7795, -3.9299)  -0.6611
O (0.6813, -3.9830, -2.7867)  -0.4933
C (0.3688, -4.5342, -1.5177)  -0.2920
H (-0.1858, -5.2241, -6.1875)  0.2100
H (1.5411, -4.9989, -6.5760)  0.1800
H (0.4388, -3.6406, -6.8639)  0.1896
H (-0.5319, -4.0516, -1.1299)  0.2263
H (1.1652, -4.4386, -0.7895)  0.2073
H (-0.0296, -5.5509, -1.5032)  0.2048
C (-4.3011, -2.9553, -0.4952)  -0.2612
O (-4.4393, -1.7318, 0.2067)  -0.4858
C (-5.3257, -0.8318, -0.1748)  0.9920
O (-6.1383, -0.9907, -1.0502)  -0.6507
O (-5.2493, 0.2181, 0.6602)  -0.5010
C (-6.4625, 0.8488, 0.9949)  -0.2540
H (-4.5947, -2.8282, -1.5391)  0.1906
H (-4.9806, -3.6812, -0.0484)  0.1812
H (-3.2677, -3.2893, -0.4585)  0.2256
H (-6.5106, 1.0247, 2.0712)  0.1855
H (-7.3720, 0.2940, 0.7617)  0.1941
H (-6.5028, 1.8187, 0.4939)  0.1822
C (2.7874, 3.4182, 5.0465)  -0.2504
O (1.6285, 3.3041, 4.2680)  -0.5194
C (0.9963, 2.1143, 4.2181)  0.9755
O (1.5033, 1.0609, 4.4831)  -0.6100
O (-0.2122, 2.3107, 3.7813)  -0.5068
C (-1.0151, 1.2350, 3.2868)  -0.2645
H (3.6542, 2.9098, 4.6221)  0.1866
H (2.6363, 2.9405, 6.0218)  0.1817
H (2.9843, 4.4655, 5.2631)  0.1827
H (-0.7256, 1.1110, 2.2479)  0.2110
H (-2.0608, 1.5308, 3.3372)  0.1778
H (-0.8987, 0.2772, 3.7912)  0.2319